The following is a DFT calculation (the ωB97M-V functional and the def2-TZVPD basis) of a molecular structure, CBrN3O4S at a distorted geometry.

Atoms and positions in Å:
C -0.10683 2.17995 -0.36765
N 0.02441 3.16101 -0.94224
N -1.27494 -1.72565 -0.12813
N 1.19037 -0.02191 -0.68938
O -2.04953 -1.80884 -0.96121
O -0.64780 -2.36516 0.57681
O -1.01761 -0.09179 0.45926
O 0.85327 0.91250 1.75744
S 0.32630 0.61150 0.44945
Br 2.70237 -0.85162 -0.15435

Cartesian forces (eV/Å) of the 6 atoms listed first:
C 0.51 -1.58 0.97
N -0.31 0.61 -0.26
N 0.61 -0.04 0.60
N -1.92 0.90 0.82
O -0.49 1.05 -0.69
O 0.82 -0.95 0.62

F_max	0.0541	hartree/bohr
total charge	0
multiplicity	1
ΔE to the lowest compared entry with this formula, charge and spin	1.8302	eV